(1)
Formula: C25H30N4O3S
Source: the Open Molecules 2025 dataset
Level of theory: wB97M-V/def2-TZVPD

Cartesian coordinates (Å):
H1 -2.93 3.44 -2.32
N1 -2.62 3.91 -0.32
N2 -1.24 -1.30 0.01
C1 -1.73 -0.49 0.99
C2 4.86 0.31 1.32
H2 -0.61 -0.87 -0.65
H3 5.04 0.46 -2.08
C3 3.54 0.52 1.55
N3 2.42 0.88 -1.94
H4 -2.32 -7.35 -0.64
O1 6.74 0.06 0.09
H5 -3.89 2.46 2.49
H6 0.81 -1.94 -1.92
H7 -3.28 -5.36 0.50
C4 -2.09 5.22 -0.59
H8 -4.30 4.25 0.93
C5 -1.32 -6.97 -0.47
C6 7.05 -0.07 1.47
C7 -0.17 -3.36 -0.62
C8 -3.35 2.42 1.54
O2 0.40 1.21 -2.90
C9 2.71 0.72 0.42
H9 1.43 -1.97 -0.26
C10 4.63 0.48 -1.09
H10 -0.94 -7.42 0.45
H11 0.64 -5.25 -1.18
H12 3.12 0.53 2.54
H13 7.78 0.71 1.75
C11 -1.28 -2.70 -0.07
H14 2.81 0.86 -2.87
C12 -0.22 -4.74 -0.75
H15 -1.98 1.26 2.75
H16 7.48 -1.06 1.66
H17 -3.25 -2.92 0.73
C13 1.06 1.09 -1.88
H18 -1.38 5.50 0.18
C14 -1.32 -5.48 -0.35
S1 -2.45 -1.07 2.37
H19 0.89 0.96 1.55
C15 -3.28 3.84 0.98
C16 -2.39 -3.43 0.32
H20 -2.87 6.00 -0.64
H21 -1.57 5.20 -1.55
H22 -3.87 2.47 -1.19
H23 -2.71 4.46 1.68
C17 0.51 1.13 -0.53
C18 -3.50 3.47 -1.39
C19 -1.96 1.80 1.80
H24 -0.68 -7.30 -1.29
C20 -2.40 -4.81 0.19
N4 -1.57 0.84 0.78
H25 -4.36 4.15 -1.53
C21 3.26 0.70 -0.88
H26 -3.91 1.76 0.88
C22 -0.98 1.37 -0.43
H27 -1.20 2.58 1.84
O3 5.87 0.09 2.22
C23 5.40 0.29 0.02
H28 -1.46 0.95 -1.32
C24 1.04 -2.59 -1.07
H29 1.82 -3.27 -1.38
C25 1.31 0.95 0.55
H30 -1.20 2.44 -0.45

ΔE to the lowest compared entry with this formula, charge and spin	0.955	eV
gap between HOMO and LUMO	0.285	Eh
HOMO energy	-7.604	eV

Löwdin population analysis, charges in e, atoms 1 to 2: number 1, H, carries 0.090; number 2, N, carries -0.314

(2)
Formula: C14H20F15NO15S5Zn
Source: the Open Molecules 2025 dataset
Level of theory: wB97M-V/def2-TZVPD

Cartesian coordinates (Å):
H1 -0.51 1.87 -6.22
F1 -2.11 -4.19 2.04
H2 0.01 -2.65 -4.08
C1 1.49 -0.68 -0.32
F2 -2.28 2.46 6.24
O1 -2.82 -2.07 -1.10
C2 1.70 -0.91 -1.84
Zn1 -0.49 -0.45 2.13
H3 -1.47 -0.97 -4.21
O2 0.67 -2.00 2.31
H4 1.44 2.28 -3.83
O3 -0.86 2.21 -1.01
H5 1.16 0.32 -0.02
H6 -2.25 1.34 -4.78
N1 0.56 -0.61 -4.10
H7 2.34 -0.91 0.33
S1 2.32 1.55 2.50
H8 2.65 -0.54 -2.23
O4 -1.15 1.13 1.04
H9 0.78 -1.42 0.05
F3 -0.82 4.02 1.63
H10 -1.01 -0.42 -5.84
F4 2.11 1.98 5.24
C3 1.17 1.80 -4.77
O5 -0.60 -3.04 -0.45
F5 1.60 3.67 3.87
F6 2.11 -3.29 5.70
F7 -0.75 2.46 4.81
H11 1.55 -1.99 -1.92
F8 -3.96 -3.49 1.40
C4 1.59 0.30 -4.75
O6 -1.35 -0.29 6.33
O7 1.13 0.73 2.60
H12 -1.29 1.18 -3.36
O8 3.58 0.73 2.44
H13 1.61 0.01 -5.80
O9 -1.63 -1.46 0.97
C5 2.42 2.59 4.12
F9 -2.03 4.73 0.00
S2 -2.00 0.09 5.05
H14 -0.41 -0.72 -2.21
F10 -2.89 -5.07 0.21
C6 -1.24 1.14 -4.45
S3 -1.86 -2.49 -0.03
C7 -1.92 3.77 0.90
C8 2.08 -2.43 4.66
C9 -1.97 1.97 5.04
H15 1.80 2.32 -5.49
O10 -3.13 1.55 -0.27
F11 3.31 -2.11 4.41
C10 -0.33 2.09 -5.17
C11 -0.87 -0.26 -4.77
O11 2.35 -3.85 2.45
O12 -1.29 -0.45 3.88
O13 -3.48 -0.13 5.05
C12 -2.81 -3.99 0.94
O14 0.24 -3.98 3.77
C13 0.84 -2.06 -4.48
S4 1.24 -3.13 3.09
S5 -1.81 2.02 0.06
C14 0.52 -0.30 -2.58
H16 -0.60 3.10 -4.85
O15 2.26 2.56 1.40
F12 -2.99 3.93 1.71
F13 3.68 3.08 4.10
H17 1.11 -2.27 -5.52
F14 -2.82 2.49 4.11
F15 1.47 -1.33 4.91
H18 0.56 0.79 -2.57
H19 1.78 -2.29 -4.00
H20 2.59 -0.02 -4.49

gap between HOMO and LUMO (alpha / beta)	0.307 / 0.111	Eh
multiplicity	2
HOMO energy (alpha / beta)	-6.952 / -6.924	eV
<S²>	0.766
net charge	-1

Löwdin population analysis, charges in e, atoms 1 to 2: number 1, H, carries 0.112; number 2, F, carries 0.126

Copy entry 1 word for word.
Formula: C25H30N4O3S
Source: the Open Molecules 2025 dataset
Level of theory: wB97M-V/def2-TZVPD

Cartesian coordinates (Å):
H1 -2.93 3.44 -2.32
N1 -2.62 3.91 -0.32
N2 -1.24 -1.30 0.01
C1 -1.73 -0.49 0.99
C2 4.86 0.31 1.32
H2 -0.61 -0.87 -0.65
H3 5.04 0.46 -2.08
C3 3.54 0.52 1.55
N3 2.42 0.88 -1.94
H4 -2.32 -7.35 -0.64
O1 6.74 0.06 0.09
H5 -3.89 2.46 2.49
H6 0.81 -1.94 -1.92
H7 -3.28 -5.36 0.50
C4 -2.09 5.22 -0.59
H8 -4.30 4.25 0.93
C5 -1.32 -6.97 -0.47
C6 7.05 -0.07 1.47
C7 -0.17 -3.36 -0.62
C8 -3.35 2.42 1.54
O2 0.40 1.21 -2.90
C9 2.71 0.72 0.42
H9 1.43 -1.97 -0.26
C10 4.63 0.48 -1.09
H10 -0.94 -7.42 0.45
H11 0.64 -5.25 -1.18
H12 3.12 0.53 2.54
H13 7.78 0.71 1.75
C11 -1.28 -2.70 -0.07
H14 2.81 0.86 -2.87
C12 -0.22 -4.74 -0.75
H15 -1.98 1.26 2.75
H16 7.48 -1.06 1.66
H17 -3.25 -2.92 0.73
C13 1.06 1.09 -1.88
H18 -1.38 5.50 0.18
C14 -1.32 -5.48 -0.35
S1 -2.45 -1.07 2.37
H19 0.89 0.96 1.55
C15 -3.28 3.84 0.98
C16 -2.39 -3.43 0.32
H20 -2.87 6.00 -0.64
H21 -1.57 5.20 -1.55
H22 -3.87 2.47 -1.19
H23 -2.71 4.46 1.68
C17 0.51 1.13 -0.53
C18 -3.50 3.47 -1.39
C19 -1.96 1.80 1.80
H24 -0.68 -7.30 -1.29
C20 -2.40 -4.81 0.19
N4 -1.57 0.84 0.78
H25 -4.36 4.15 -1.53
C21 3.26 0.70 -0.88
H26 -3.91 1.76 0.88
C22 -0.98 1.37 -0.43
H27 -1.20 2.58 1.84
O3 5.87 0.09 2.22
C23 5.40 0.29 0.02
H28 -1.46 0.95 -1.32
C24 1.04 -2.59 -1.07
H29 1.82 -3.27 -1.38
C25 1.31 0.95 0.55
H30 -1.20 2.44 -0.45

ΔE to the lowest compared entry with this formula, charge and spin	0.955	eV
gap between HOMO and LUMO	0.285	Eh
HOMO energy	-7.604	eV

Löwdin population analysis, charges in e, atoms 1 to 2: number 1, H, carries 0.090; number 2, N, carries -0.314